{"formula": "C36H50CsGeN7O5", "method": "ωB97M-V/def2-TZVPD", "lumo_ev": -0.2117, "e_tot_ev": -115875.7040, "homo_ev": -4.712, "orbital_gap_ev": 4.50, "species": ["Cs", "C", "O", "C", "N", "C", "C", "C", "C", "C", "C", "C", "C", "C", "C", "C", "C", "N", "C", "N", "C", "C", "O", "C", "C", "C", "C", "C", "C", "H", "H", "H", "H", "H", "H", "H", "H", "H", "H", "H", "H", "H", "H", "H", "H", "H", "H", "H", "N", "C", "C", "C", "C", "N", "C", "N", "N", "C", "O", "O", "H", "H", "H", "H", "H", "H", "H", "H", "H", "H", "H", "H", "H", "H", "C", "C", "C", "O", "H", "H", "H", "H", "H", "H", "C", "Ge", "C", "C", "C", "H", "H", "H", "H", "H", "H", "H", "H", "H", "H", "H"], "positions_angstrom": [[0.658, -0.095, -0.670], [3.931, -3.608, 2.044], [3.846, -4.103, 0.686], [2.901, -3.345, 0.083], [2.296, -2.463, 0.756], [2.786, -2.570, 2.141], [1.697, -3.021, 3.087], [1.695, -2.568, 4.400], [0.768, -3.061, 5.308], [-0.171, -3.999, 4.908], [-0.185, -4.441, 3.592], [0.746, -3.954, 2.686], [2.657, -3.667, -1.346], [3.287, -4.756, -1.940], [2.988, -5.047, -3.260], [2.091, -4.241, -3.941], [1.533, -3.164, -3.263], [1.799, -2.884, -1.990], [0.612, -2.231, -3.961], [0.181, -1.139, -3.495], [-0.541, -0.468, -4.582], [-0.739, -1.599, -5.606], [0.262, -2.575, -5.227], [-1.809, 0.224, -4.146], [-2.398, 1.149, -5.004], [-3.571, 1.796, -4.645], [-4.161, 1.535, -3.415], [-3.576, 0.618, -2.556], [-2.410, -0.039, -2.922], [3.796, -4.453, 2.715], [4.919, -3.172, 2.186], [3.154, -1.595, 2.459], [2.399, -1.800, 4.700], [0.763, -2.690, 6.324], [-0.899, -4.375, 5.616], [-0.918, -5.173, 3.273], [0.733, -4.301, 1.659], [3.983, -5.352, -1.368], [3.451, -5.890, -3.753], [1.827, -4.425, -4.972], [0.135, 0.294, -4.987], [-1.723, -2.062, -5.513], [-0.558, -1.312, -6.638], [-1.932, 1.367, -5.960], [-4.025, 2.507, -5.324], [-5.064, 2.054, -3.123], [-4.011, 0.426, -1.584], [-1.964, -0.738, -2.226], [-0.110, 2.215, 1.137], [0.157, 3.378, 0.308], [-0.340, 4.694, 0.920], [-0.430, 5.914, -0.006], [0.778, 6.170, -0.914], [0.821, 5.310, -2.103], [-0.120, 5.316, -3.048], [-0.262, 4.244, -3.820], [-0.857, 6.425, -3.255], [-0.450, 3.073, -1.069], [-1.637, 3.334, -1.290], [0.367, 2.561, -1.929], [-1.057, 2.265, 1.495], [0.585, 2.052, 1.900], [1.245, 3.423, 0.180], [0.307, 4.914, 1.774], [-1.341, 4.519, 1.322], [-0.580, 6.807, 0.607], [-1.320, 5.802, -0.630], [1.712, 5.992, -0.380], [0.811, 7.214, -1.238], [1.238, 4.388, -1.982], [-0.047, 3.351, -3.289], [-1.087, 4.215, -4.399], [-0.830, 7.157, -2.568], [-1.719, 6.328, -3.763], [-3.213, -3.463, 0.935], [-2.162, -2.898, 0.020], [-1.459, -3.833, -0.937], [-1.841, -1.732, 0.078], [-3.788, -4.254, 0.456], [-3.861, -2.669, 1.297], [-2.695, -3.900, 1.795], [-1.819, -4.858, -0.877], [-0.389, -3.798, -0.722], [-1.593, -3.458, -1.954], [0.958, 0.541, 6.348], [0.562, 1.130, 4.481], [-0.922, -0.026, 3.855], [-0.237, 2.924, 4.753], [1.947, 1.216, 3.185], [0.063, 0.543, 6.977], [1.690, 1.221, 6.789], [1.389, -0.461, 6.367], [-1.821, 0.126, 4.459], [-0.656, -1.083, 3.905], [-1.163, 0.205, 2.815], [-0.802, 2.977, 5.687], [-0.907, 3.177, 3.929], [0.552, 3.679, 4.783], [2.295, 0.220, 2.888], [2.796, 1.817, 3.528]]}

{"formula": "C5H8O", "method": "ωB97M-V/def2-TZVPD", "lumo_ev": 1.0449, "e_tot_ev": -7359.6437, "homo_ev": -9.863, "orbital_gap_ev": 10.91, "smiles": "C#CCOCC", "species": ["C", "C", "C", "O", "C", "C", "H", "H", "H", "H", "H", "H", "H", "H"], "positions_angstrom": [[-3.485, 0.644, -0.066], [-2.400, 0.162, 0.122], [-1.140, -0.576, 0.196], [-0.051, 0.288, -0.029], [1.194, -0.378, 0.036], [2.304, 0.638, -0.164], [-4.452, 1.018, -0.313], [-1.032, -1.092, 1.165], [-1.240, -1.350, -0.578], [1.304, -0.877, 1.014], [1.241, -1.159, -0.740], [3.282, 0.146, -0.127], [2.203, 1.133, -1.134], [2.272, 1.403, 0.618]]}